(1)
{
  "formula": "C4H7NOS",
  "method": "wB97M-V/def2-TZVPD",
  "homo_ev": -8.80,
  "spin_multiplicity": 1,
  "smiles": "C=CN(S)C(C)=O",
  "elements": ["C", "C", "N", "S", "C", "C", "O", "H", "H", "H", "H", "H", "H", "H"],
  "coordinates": [[1.770, -0.163, -1.670], [0.781, -0.346, -0.772], [0.762, 0.214, 0.528], [2.237, 1.136, 1.108], [-0.310, 0.607, 1.257], [-1.690, 0.006, 1.078], [-0.213, 1.317, 2.223], [1.615, -0.718, -2.588], [2.748, 0.220, -1.686], [-0.037, -0.899, -1.050], [1.620, 1.780, 2.080], [-2.481, 0.723, 1.403], [-1.910, -0.891, 1.600], [-1.710, -0.233, -0.076]],
  "lowdin_charge": [0.005, -0.204, -0.299, 0.840, -0.610, 0.010, -0.009, 0.050, 0.028, 0.073, -0.147, 0.099, 0.065, 0.100]
}



(2)
{
  "formula": "C5H10NO",
  "method": "wB97M-V/def2-TZVPD",
  "homo_ev": -13.86,
  "charge": 1,
  "spin_multiplicity": 1,
  "elements": ["O", "C", "C", "C", "C", "C", "N", "H", "H", "H", "H", "H", "H", "H", "H", "H", "H"],
  "coordinates": [[1.187, -2.771, 0.262], [0.274, -2.030, 0.037], [0.037, -1.233, -1.295], [0.893, 0.369, -0.649], [0.159, 1.292, 0.135], [-1.274, 0.596, 0.433], [0.620, 1.799, 1.356], [-0.667, -2.480, 0.440], [0.948, -1.629, -1.918], [-0.725, -0.632, -1.747], [1.172, 0.358, -1.677], [1.696, 0.013, 0.002], [-1.302, -0.202, 1.206], [-2.211, 0.171, -0.177], [-2.063, 1.433, 0.833], [1.371, 2.462, 1.157], [-0.116, 2.484, 1.602]],
  "lowdin_charge": [0.105, -0.312, 0.059, -0.057, -0.156, -0.069, 0.191, 0.136, 0.151, 0.084, 0.108, 0.125, 0.091, 0.137, 0.125, 0.141, 0.140]
}



(3)
{
  "formula": "C6H38O14",
  "method": "wB97M-V/def2-TZVPD",
  "homo_ev": -9.55,
  "spin_multiplicity": 1,
  "elements": ["C", "O", "C", "C", "C", "C", "C", "H", "H", "H", "H", "H", "H", "H", "H", "H", "H", "H", "H", "H", "H", "O", "H", "H", "O", "H", "H", "O", "H", "H", "O", "H", "H", "O", "H", "H", "O", "H", "H", "O", "H", "H", "O", "H", "H", "O", "H", "H", "O", "H", "H", "O", "H", "H", "O", "H", "H", "O"],
  "coordinates": [[-1.781, 1.881, -1.346], [-1.922, 3.213, -0.863], [-1.464, 0.940, -0.214], [0.016, 0.655, -0.006], [0.792, 1.644, 0.807], [0.323, 2.795, 1.320], [2.213, 1.242, 1.071], [-2.808, 1.717, -1.834], [-1.014, 1.860, -2.124], [-0.998, 3.639, -0.616], [-1.983, -0.044, -0.385], [-1.930, 1.256, 0.770], [0.512, 0.530, -0.967], [0.110, -0.352, 0.511], [-0.727, 3.133, 1.225], [0.895, 3.474, 1.864], [2.877, 2.057, 1.248], [2.261, 0.621, 1.961], [2.644, 0.644, 0.228], [-1.531, -0.836, -4.009], [-0.156, -1.293, -3.508], [-1.051, -1.582, -3.778], [1.131, -1.387, -1.927], [2.202, -0.941, -2.961], [1.249, -0.761, -2.691], [-2.034, -1.339, 1.818], [-1.698, -0.176, 2.696], [-1.450, -1.041, 2.477], [0.383, -0.387, 3.648], [1.456, 0.050, 4.635], [1.292, -0.422, 3.815], [-1.847, -3.895, -1.888], [-1.493, -2.473, -2.397], [-1.620, -3.020, -1.600], [-2.500, 2.015, 2.526], [-1.123, 1.990, 3.294], [-1.913, 1.522, 3.160], [2.985, -2.713, -0.645], [2.875, -1.710, 0.552], [3.441, -1.956, -0.173], [0.841, -2.468, 0.164], [0.026, -2.912, -1.037], [0.910, -2.629, -0.803], [-4.121, 3.205, 1.339], [-2.787, 3.204, 0.587], [-3.231, 3.144, 1.468], [1.458, -1.951, 2.607], [0.026, -1.823, 2.064], [0.889, -2.200, 1.835], [3.827, 0.186, -2.395], [3.807, -1.117, -1.614], [3.858, -0.762, -2.533], [2.114, 2.054, -1.505], [1.849, 0.820, -2.378], [2.503, 1.568, -2.218], [-2.495, -2.226, -0.233], [-3.586, -2.578, 0.690], [-2.961, -1.922, 0.429]],
  "lowdin_charge": [-0.228, -0.145, -0.174, -0.154, -0.322, 0.046, -0.050, 0.148, 0.119, 0.152, 0.108, 0.102, 0.080, 0.115, 0.050, 0.049, 0.076, 0.062, 0.083, 0.019, 0.016, -0.021, 0.028, 0.062, -0.125, -0.019, -0.025, -0.018, -0.007, 0.071, -0.016, 0.077, 0.019, -0.040, 0.021, 0.008, -0.054, 0.088, 0.015, -0.055, 0.012, 0.004, -0.075, 0.014, 0.020, -0.024, 0.066, -0.006, -0.081, 0.016, 0.011, -0.073, 0.008, 0.018, -0.073, -0.090, 0.070, 0.029]
}



(4)
{
  "formula": "C22H35NO4P2Pb",
  "method": "wB97M-V/def2-TZVPD",
  "homo_ev": [-14.28, -14.29],
  "charge": 2,
  "spin_multiplicity": 1,
  "elements": ["P", "P", "C", "C", "H", "H", "H", "H", "C", "H", "H", "H", "C", "H", "H", "H", "C", "H", "H", "H", "C", "H", "H", "H", "Pb", "C", "C", "C", "C", "C", "C", "C", "C", "C", "H", "H", "H", "H", "H", "H", "H", "H", "H", "H", "H", "H", "H", "H", "H", "O", "C", "O", "C", "C", "C", "C", "C", "C", "N", "O", "O", "H", "H", "H", "H"],
  "coordinates": [[-1.383, -1.819, -3.746], [-0.747, 1.738, -3.835], [-1.986, -0.584, -5.073], [-0.946, 0.535, -5.301], [-2.944, -0.123, -4.787], [-2.086, -1.163, -5.998], [0.084, 0.139, -5.431], [-1.138, 1.152, -6.198], [-2.264, 2.724, -3.435], [-2.179, 2.949, -2.352], [-3.165, 2.126, -3.628], [-2.243, 3.678, -3.994], [-0.066, 3.100, -4.937], [-0.887, 3.517, -5.539], [0.729, 2.782, -5.622], [0.333, 3.917, -4.321], [-2.284, -3.410, -3.473], [-2.102, -3.764, -2.447], [-1.838, -4.131, -4.184], [-3.374, -3.394, -3.611], [-0.149, -2.464, -4.976], [0.458, -1.631, -5.388], [-0.690, -2.994, -5.800], [0.552, -3.181, -4.534], [-2.298, -0.157, -1.933], [2.826, 2.018, -4.205], [2.075, 2.065, -3.090], [1.931, 1.062, -1.992], [2.505, -0.384, -2.200], [2.386, -1.140, -3.494], [2.980, -0.979, -4.685], [4.098, -0.043, -5.051], [4.151, 1.309, -4.313], [-3.374, -1.834, -0.608], [2.548, 2.559, -5.128], [1.549, 3.004, -2.885], [0.853, 1.015, -1.731], [2.392, 1.562, -1.106], [3.517, -0.415, -1.797], [1.949, -0.996, -1.496], [1.647, -1.957, -3.427], [2.717, -1.586, -5.571], [3.948, 0.129, -6.117], [5.086, -0.554, -4.951], [4.580, 1.129, -3.321], [4.829, 1.964, -4.869], [-2.563, -2.225, 0.021], [-3.774, -2.692, -1.164], [-4.142, -1.380, 0.029], [-2.602, 1.080, 0.341], [-1.539, 0.479, 0.688], [-0.830, -0.232, -0.152], [-1.095, 0.416, 2.096], [0.250, 0.186, 2.431], [0.599, 0.060, 3.758], [-0.374, 0.244, 4.757], [-1.727, 0.464, 4.415], [-2.077, 0.590, 3.081], [0.048, 0.172, 6.109], [1.272, -0.016, 6.324], [-0.793, 0.283, 7.027], [1.005, 0.112, 1.645], [1.603, -0.159, 4.106], [-2.483, 0.554, 5.191], [-3.099, 0.821, 2.769]],
  "lowdin_charge": [0.775, 0.868, -0.412, -0.381, 0.058, 0.093, 0.056, 0.100, -0.292, 0.048, 0.030, 0.057, -0.271, 0.063, 0.034, 0.058, -0.246, 0.049, 0.057, 0.065, -0.272, 0.014, 0.086, 0.058, 1.332, 0.049, -0.040, -0.155, -0.148, -0.095, -0.100, -0.153, -0.124, -0.099, 0.140, 0.125, 0.062, 0.159, 0.123, 0.106, 0.072, 0.120, 0.117, 0.151, 0.130, 0.140, 0.040, 0.013, 0.038, -0.076, -0.600, -0.209, -0.139, 0.004, 0.030, -0.129, 0.046, 0.013, -0.307, 0.069, 0.094, 0.118, 0.126, 0.131, 0.132]
}



(5)
{
  "formula": "C26H35N5O2SeSiSn",
  "method": "wB97M-V/def2-TZVPD",
  "homo_ev": 0.63,
  "charge": -2,
  "spin_multiplicity": 1,
  "elements": ["Sn", "C", "C", "C", "C", "C", "C", "C", "H", "H", "H", "H", "H", "H", "H", "H", "C", "C", "N", "N", "C", "O", "C", "C", "C", "C", "C", "C", "C", "C", "C", "C", "C", "N", "H", "H", "H", "H", "H", "H", "H", "H", "H", "H", "H", "H", "C", "Si", "C", "C", "H", "H", "H", "H", "H", "H", "H", "H", "H", "Se", "C", "N", "C", "N", "O", "H", "H", "H", "H", "H", "H"],
  "coordinates": [[0.131, 0.078, -0.802], [-1.640, -2.514, 3.956], [-0.621, -1.413, 4.097], [0.608, -1.488, 3.456], [1.538, -0.460, 3.567], [1.230, 0.667, 4.311], [-0.002, 0.761, 4.948], [-0.916, -0.274, 4.845], [-1.974, -2.871, 4.934], [-1.231, -3.358, 3.401], [-2.518, -2.162, 3.411], [0.841, -2.337, 2.824], [2.466, -0.536, 3.017], [1.938, 1.484, 4.375], [-0.260, 1.654, 5.505], [-1.885, -0.189, 5.327], [-1.820, 2.852, -3.628], [-0.885, 1.826, -3.063], [-0.497, 1.885, -1.726], [-1.019, 2.856, -0.919], [-0.660, 2.672, 0.317], [0.062, 1.657, 0.733], [-1.080, 3.672, 1.324], [-0.619, 3.554, 2.638], [-0.997, 4.473, 3.607], [-1.846, 5.525, 3.290], [-2.317, 5.644, 1.984], [-1.941, 4.731, 1.014], [-0.366, 0.794, -3.771], [-0.531, 0.528, -5.195], [0.276, -0.360, -5.815], [1.252, -1.112, -5.063], [1.253, -0.949, -3.689], [0.477, -0.099, -3.027], [-1.766, 3.763, -3.032], [-2.864, 2.516, -3.610], [-1.566, 3.093, -4.663], [0.026, 2.717, 2.870], [-0.628, 4.364, 4.621], [-2.145, 6.240, 4.048], [-2.988, 6.456, 1.724], [-2.302, 4.812, -0.003], [-1.274, 1.082, -5.757], [0.171, -0.524, -6.884], [1.947, -1.792, -5.538], [1.912, -1.534, -3.051], [-2.737, -2.442, 0.365], [-2.288, -0.671, -0.137], [-3.427, -0.147, -1.556], [-2.810, 0.376, 1.347], [-3.437, -2.424, 1.208], [-1.860, -3.026, 0.638], [-3.211, -2.951, -0.475], [-4.421, -0.599, -1.457], [-3.013, -0.418, -2.530], [-3.533, 0.941, -1.550], [-3.879, 0.217, 1.541], [-2.647, 1.439, 1.168], [-2.252, 0.102, 2.245], [2.197, -1.054, -0.139], [1.366, -4.409, -2.325], [0.452, -3.958, -3.351], [-0.689, -3.294, -3.019], [-1.390, -2.760, -4.094], [-1.064, -3.193, -1.862], [2.372, -4.457, -2.743], [1.094, -5.396, -1.935], [1.373, -3.691, -1.503], [0.703, -4.018, -4.319], [-0.777, -2.280, -4.749], [-2.091, -2.119, -3.749]],
  "lowdin_charge": [0.654, -0.060, -0.293, -0.055, -0.092, -0.108, -0.113, -0.078, 0.069, 0.073, 0.059, 0.097, 0.071, 0.097, 0.089, 0.104, -0.066, -0.350, -0.177, 0.057, -0.535, -0.256, -0.149, -0.027, -0.111, -0.140, -0.123, -0.046, -0.272, -0.085, -0.180, -0.176, -0.244, -0.076, 0.051, 0.063, 0.056, 0.088, 0.085, 0.078, 0.084, 0.099, 0.081, 0.077, 0.059, 0.053, -0.249, 0.454, -0.228, -0.216, 0.007, 0.012, 0.008, 0.017, 0.001, 0.018, 0.024, 0.010, 0.011, -0.159, -0.097, 0.003, -0.629, 0.160, 0.006, 0.077, 0.070, 0.027, 0.115, 0.045, 0.078]
}



(6)
{
  "formula": "C4H9N2",
  "method": "wB97M-V/def2-TZVPD",
  "homo_ev": -14.33,
  "charge": 1,
  "spin_multiplicity": 1,
  "smiles": "[NH3+][C@]12CCN1C2",
  "elements": ["N", "C", "C", "C", "N", "C", "H", "H", "H", "H", "H", "H", "H", "H", "H"],
  "coordinates": [[-1.782, 0.230, -0.388], [-0.381, -0.037, 0.074], [0.632, 1.052, 0.379], [1.623, 0.158, -0.399], [0.542, -0.791, -0.765], [-0.023, -1.365, 0.601], [-2.474, -0.239, 0.214], [-1.885, -0.135, -1.349], [-1.978, 1.241, -0.400], [0.835, 1.228, 1.433], [0.440, 1.997, -0.122], [2.035, 0.609, -1.298], [2.425, -0.292, 0.181], [0.671, -1.457, 1.420], [-0.679, -2.197, 0.418]],
  "lowdin_charge": [0.289, -0.464, -0.054, -0.129, 0.042, 0.039, 0.183, 0.190, 0.182, 0.121, 0.118, 0.122, 0.125, 0.123, 0.112]
}



(7)
{
  "formula": "H5NOSSi",
  "method": "wB97M-V/def2-TZVPD",
  "homo_ev": -9.61,
  "spin_multiplicity": 1,
  "smiles": "N[Si@@H](O)S",
  "elements": ["N", "Si", "O", "S", "H", "H", "H", "H", "H"],
  "coordinates": [[1.164, 0.867, 0.416], [-0.149, 0.118, -0.300], [-0.043, -1.678, -0.013], [-2.120, 0.739, 0.202], [2.025, 0.342, 0.502], [1.189, 1.883, 0.516], [-0.204, 0.163, -1.783], [0.680, -1.994, 0.518], [-2.542, -0.441, -0.059]],
  "lowdin_charge": [-0.100, 0.110, -0.275, 0.459, 0.040, 0.047, -0.039, 0.001, -0.244]
}



(8)
{
  "formula": "C5H11N2",
  "method": "wB97M-V/def2-TZVPD",
  "homo_ev": -13.12,
  "charge": 1,
  "spin_multiplicity": 1,
  "elements": ["C", "C", "C", "C", "N", "C", "N", "H", "H", "H", "H", "H", "H", "H", "H", "H", "H", "H"],
  "coordinates": [[-1.729, -0.230, -0.261], [-0.555, 0.704, 0.185], [0.367, 0.204, 1.300], [1.273, -0.830, 0.780], [2.180, -0.432, -0.099], [2.285, -0.097, -1.331], [-3.152, 0.404, -0.484], [-2.761, 0.100, 0.559], [-1.611, -1.269, 0.103], [-1.051, 1.689, 0.463], [-0.022, 0.946, -0.734], [0.936, 1.061, 1.679], [1.710, -1.532, 1.489], [3.232, 0.201, -1.809], [1.527, -0.491, -1.995], [-1.566, -0.382, -1.322], [-0.088, -0.187, 2.235], [-2.923, 1.395, -0.495]],
  "lowdin_charge": [-0.322, -0.179, -0.146, 0.042, 0.117, 0.158, 0.024, 0.097, 0.130, 0.140, 0.091, 0.153, 0.165, 0.131, 0.119, 0.094, 0.146, 0.039]
}



Results for energy relative to the best compared isomer or geometry (same formula, charge and spin): 204.64; 736.78; 0.00; 259.85; 0.00; 275.43; 39.81; 608.78 (in kJ/mol, following the order of the records).